9
Properties=species:S:1:pos:R:3:nbo_charge:R:1 method="wB97M-V/def2-TZVPD" total_energy_ha=-217.05874 charge=0 spin_multiplicity=1 smiles=C#C.CF
C -0.8708 -0.5251 -1.4169 -0.2318
C -1.4886 -1.4126 -0.9429 -0.2398
H -0.4112 0.3885 -1.5436 0.2243
H -1.9049 -2.4370 -0.8011 0.2463
C -0.2943 1.7878 1.3027 -0.1249
F 0.9322 1.3821 0.8617 -0.3775
H -0.2789 2.8936 1.3224 0.1656
H -0.3906 1.4072 2.4010 0.1623
H -0.9744 1.3193 0.6121 0.1755